<P>
The following is a quantum chemistry calculation of C5H7N2 as an isolated structure, from the OMol25 dataset.

Results
Total charge: +1
HOMO-LUMO gap (alpha / beta) in Eh: 0.3093 / 0.2823

Last column: Mulliken charge in e.
Atoms and positions in Å:
1 C 0.543 1.145 -1.426  0.17
2 C -0.395 1.825 0.122  -0.42
3 C -0.314 0.394 0.327  0.80
4 C -0.643 -0.250 1.612  -1.05
5 C 0.660 -1.412 -1.254  -0.72
6 N 0.052 2.218 -1.079  -0.28
7 N 0.170 -0.111 -0.812  0.07
8 H -0.357 2.571 0.854  0.41
9 H 0.292 -0.867 1.890  0.38
10 H -1.518 -0.785 1.504  0.34
11 H -0.727 0.614 2.296  0.35
12 H 0.219 -1.713 -2.278  0.29
13 H 1.688 -1.470 -1.315  0.36
14 H 0.330 -2.161 -0.440  0.32

<Q>
The following is a quantum chemistry calculation of C5H7N2 as an isolated structure, from the OMol25 dataset.

Results
Total charge: +1
HOMO-LUMO gap (alpha / beta) in Eh: 0.2516 / 0.3075

Last column: Mulliken charge in e.
Atoms and positions in Å:
1 C 2.921 -0.276 -0.095  -0.20
2 C 1.893 -1.153 0.008  -0.47
3 C 2.257 0.978 -0.184  -0.22
4 C 0.675 -0.265 -0.222  0.58
5 C -2.185 0.421 0.050  -0.65
6 N 0.899 1.068 -0.337  -0.37
7 N -1.420 -0.651 -0.279  -0.19
8 H 3.991 -0.363 0.042  0.42
9 H 1.922 -2.265 0.077  0.37
10 H 2.704 1.844 0.174  0.44
11 H -1.926 1.224 -0.705  0.31
12 H -3.286 0.201 -0.147  0.34
13 H -1.898 0.860 0.996  0.32
14 H -1.602 -1.594 0.055  0.31

<R>
The following is a quantum chemistry calculation of an isolated ion of composition C5H7N2 and charge +1, from the OMol25 dataset.

Results
Total charge: +1
SMILES: C/C=C/N=C=C=[NH2+]
HOMO-LUMO gap (alpha / beta) in Eh: 0.2684 / 0.2761

Last column: Mulliken charge in e.
Atoms and positions in Å:
1 C -1.262 -1.396 -0.179  -1.04
2 C -0.368 -0.351 0.496  0.03
3 C -0.767 0.870 0.949  -0.25
4 N 0.083 1.905 1.122  -0.30
5 C 1.298 1.928 0.836  0.17
6 C 1.816 1.128 -0.026  0.20
7 N 1.410 0.435 -1.029  -0.28
8 H -2.204 -1.154 -0.390  0.42
9 H -1.156 -2.430 0.463  0.28
10 H -0.802 -1.672 -1.259  0.27
11 H 0.613 -0.781 0.926  0.42
12 H -1.774 1.122 0.863  0.44
13 H 1.318 0.906 -1.934  0.28
14 H 1.798 -0.510 -0.839  0.37

<S>
The following is a quantum chemistry calculation of C5H7N2 as an isolated structure, from the OMol25 dataset.

Results
Total charge: +1
HOMO-LUMO gap (alpha / beta) in Eh: 0.2612 / 0.3003

Last column: Mulliken charge in e.
Atoms and positions in Å:
1 C -0.312 -1.061 1.551  0.33
2 C -0.730 0.899 1.438  -0.37
3 C -0.252 0.524 0.234  0.61
4 C -0.072 1.369 -0.965  -1.00
5 C 0.645 -1.772 -0.617  -0.73
6 N -0.602 -0.182 2.411  -0.31
7 N 0.220 -0.777 0.346  0.07
8 H -1.029 1.843 1.816  0.44
9 H 0.008 2.399 -0.525  0.33
10 H -0.959 1.465 -1.601  0.30
11 H 0.957 1.311 -1.572  0.34
12 H 1.261 -1.487 -1.452  0.31
13 H 1.183 -2.478 -0.014  0.31
14 H -0.316 -2.051 -1.050  0.37

Going by the computed energies, the most stable comes first: <P>, <S>, <Q>, <R>.

<P>
The following is a quantum chemistry calculation of an isolated ion of composition C5H7N2 and charge +1, from the OMol25 dataset.

Results
Total charge: +1
SMILES: N=C=C=C/C=C/[NH3+]
HOMO-LUMO gap in Eh: 0.2709

Last column: Mulliken charge in e.
Atoms and positions in Å:
1 N 1.585 -1.089 -3.316  -0.36
2 C 1.454 -0.279 -2.466  0.55
3 C 1.442 0.434 -1.402  -0.38
4 C 1.123 0.867 -0.163  -0.59
5 C 0.077 0.684 0.874  -0.07
6 C -0.775 -0.288 0.756  -0.21
7 N -1.816 -0.352 1.847  -0.33
8 H 2.173 -1.136 -4.095  0.29
9 H 1.783 1.651 0.080  0.33
10 H 0.287 1.364 1.718  0.31
11 H -1.112 -0.830 -0.160  0.32
12 H -1.333 -0.225 2.694  0.36
13 H -2.316 -1.248 1.892  0.37
14 H -2.570 0.449 1.741  0.40

<Q>
The following is a quantum chemistry calculation of an isolated ion of composition C5H7N2 and charge +1, from the OMol25 dataset.

Results
Total charge: +1
SMILES: C=C(C)N=[N+]1C=C1
HOMO-LUMO gap (alpha / beta) in Eh: 0.3141 / 0.3142

Last column: Mulliken charge in e.
Atoms and positions in Å:
1 C -1.787 -1.271 -0.671  -0.91
2 C -0.762 -0.534 -0.193  0.93
3 C -0.459 0.916 -0.752  -0.96
4 N -0.004 -1.210 0.693  -0.12
5 N 1.077 -0.892 1.299  -0.11
6 C 2.075 0.148 1.303  -0.14
7 C 2.432 -0.778 2.189  0.03
8 H -1.937 -2.262 -0.353  0.33
9 H -2.428 -0.901 -1.350  0.36
10 H 0.246 1.664 -0.137  0.23
11 H -1.420 1.417 -0.904  0.35
12 H 0.044 0.808 -1.790  0.29
13 H 2.247 1.130 0.912  0.36
14 H 3.098 -1.453 2.696  0.37

<R>
The following is a quantum chemistry calculation of an isolated ion of composition C5H7N2 and charge +1, from the OMol25 dataset.

Results
Total charge: +1
SMILES: CC1=N[C@@H]1[N+]1=CC1
HOMO-LUMO gap in Eh: 0.3483

Last column: Mulliken charge in e.
Atoms and positions in Å:
1 C 1.376 1.325 -1.621  -1.00
2 C 0.725 1.477 -0.357  0.34
3 N 0.508 2.092 0.737  -0.42
4 C -0.416 0.915 0.417  0.06
5 N -0.359 -0.401 1.166  0.03
6 C -0.113 -1.492 1.787  0.19
7 C -1.536 -1.266 1.525  -0.59
8 H 0.658 0.938 -2.431  0.30
9 H 2.269 0.780 -1.771  0.34
10 H 1.825 2.319 -1.987  0.33
11 H -1.393 1.229 0.277  0.48
12 H 0.592 -2.008 2.385  0.37
13 H -2.098 -1.893 0.712  0.26
14 H -2.149 -0.941 2.292  0.32

Going by the computed energies, the most stable comes first: <P>, <R>, <Q>.

<P>
The following is a quantum chemistry calculation of a 2-piece molecular cluster, CH3FIN overall, from the OMol25 dataset.

Results
Total charge: 0
HOMO-LUMO gap (alpha / beta) in Eh: 0.3304 / 0.3304

Last column: Mulliken charge in e.
Atoms and positions in Å:
1 C -0.010 -0.513 -0.315  -0.10
2 N 0.825 0.320 0.458  -0.34
3 F -1.441 1.095 -0.907  -0.69
4 I -1.151 -1.997 0.458  0.28
5 H 0.097 -0.392 -1.304  0.38
6 H 0.737 0.252 1.425  0.24
7 H 0.943 1.234 0.186  0.24

<Q>
The following is a quantum chemistry calculation of a 2-piece molecular cluster, CH3FIN overall, from the OMol25 dataset.

Results
Total charge: 0
SMILES: C=NF.I
HOMO-LUMO gap in Eh: 0.3952

Last column: Mulliken charge in e.
Atoms and positions in Å:
1 C -1.578 0.877 -0.111  -0.23
2 N -1.547 -0.343 -0.132  -0.21
3 F -0.429 -0.910 0.435  -0.12
4 H -0.642 1.396 0.338  0.25
5 H -2.525 1.212 -0.437  0.31
6 I 3.397 -0.507 0.444  -0.10
7 H 3.323 -1.725 -0.536  0.10

Going by the computed energies, the most stable comes first: <P>, <Q>.

<P>
The following is a quantum chemistry calculation of a 2-piece molecular cluster, C3H11NO3 overall, from the OMol25 dataset.

Results
Total charge: +1
Multiplicity: 2
HOMO-LUMO gap (alpha / beta) in Eh: 0.3815 / 0.1815

Last column: Mulliken spin population.
Atoms and positions in Å:
1 C -1.009 1.104 -0.556  0.16
2 O -1.137 2.212 0.262  0.03
3 C -0.573 -0.064 0.289  -0.01
4 C -0.114 -1.410 -0.401  -0.01
5 O -0.199 -2.513 0.448  0.01
6 N -1.692 -0.337 1.054  0.72
7 H -0.072 1.295 -1.236  0.06
8 H -1.915 0.791 -1.131  0.01
9 H -1.792 2.824 -0.146  0.00
10 H 0.287 0.374 0.915  0.03
11 H -0.733 -1.512 -1.310  0.00
12 H 0.889 -1.008 -0.775  0.00
13 H -0.670 -1.905 1.085  0.01
14 H -2.596 -0.736 0.693  -0.01
15 H -1.928 0.550 1.665  -0.01
16 H 3.682 -0.008 -0.252  0.00
17 H 4.979 0.332 -0.701  0.00
18 O 4.593 0.010 0.096  0.00

<Q>
The following is a quantum chemistry calculation of a 2-piece molecular cluster, C3H11NO3 overall, from the OMol25 dataset.

Results
Total charge: +1
Multiplicity: 2
HOMO-LUMO gap (alpha / beta) in Eh: 0.4046 / 0.1782

Last column: Mulliken spin population.
Atoms and positions in Å:
1 C -1.222 -0.422 0.629  0.12
2 O -1.419 -1.206 1.750  0.13
3 C 0.118 -1.000 -0.052  0.05
4 C 0.786 -0.054 -1.146  0.14
5 O 2.027 -0.599 -1.379  0.34
6 N 0.090 -2.322 -0.591  0.17
7 H -1.236 0.641 0.941  0.00
8 H -2.018 -0.479 -0.119  0.00
9 H -0.681 -1.001 2.336  0.00
10 H 0.854 -0.859 0.778  0.00
11 H 0.146 -0.343 -2.006  0.05
12 H 0.817 1.025 -0.986  0.00
13 H 1.805 -1.563 -1.430  0.00
14 H -0.710 -2.391 -1.229  0.00
15 H -0.167 -3.018 0.108  0.01
16 H 0.844 5.045 0.682  0.00
17 H -0.129 3.900 0.574  0.00
18 O 0.095 4.645 1.139  0.00

Going by the computed energies, the most stable comes first: <Q>, <P>.